# 1
Molecular formula: C20H36N2O6S
Method: DFT, the ωB97M-V functional and the def2-TZVPD basis

Properties
HOMO-LUMO gap ... 10.1189 eV
Molecular weight ... 432.6 g/mol
Total energy ... -47423.6105 eV

Structure (XYZ):
```
65
Properties=species:S:1:pos:R:3:forces:R:3
C -4.72337 -4.12076 -0.09311 0.022 -0.131 -0.032
O -5.73446 -3.75240 -1.00774 -0.028 0.258 0.071
C -5.26862 -3.47189 -2.31696 -0.046 -0.103 0.061
C -6.38708 -2.80886 -3.12117 0.027 0.010 -0.074
C -6.03505 -1.39166 -3.57950 -0.038 0.019 0.147
C -6.27621 -0.33487 -2.48236 -0.008 0.046 -0.091
C -5.24829 0.80895 -2.44489 0.014 -0.076 0.011
C -4.53023 0.94513 -1.11094 0.009 -0.107 0.007
C -3.81055 -0.31491 -0.60422 0.142 0.136 0.087
C -2.36457 -0.34709 -1.10126 -0.149 0.048 0.114
C -1.52254 0.70253 -0.36410 0.017 -0.115 -0.013
C -0.11941 0.89352 -0.92279 0.071 -0.055 -0.033
C -0.03404 1.48037 -2.32132 0.004 -0.054 0.111
O -0.95013 1.51472 -3.08918 0.067 0.166 0.031
O 1.18545 1.99788 -2.63713 -0.247 -0.130 -0.615
S -2.46378 2.23629 -0.24447 0.175 -0.193 -0.149
O -3.10495 2.24206 1.03665 -0.057 0.063 0.146
O -1.67621 3.34381 -0.67170 0.044 0.105 0.063
O -3.55096 2.00411 -1.35549 -0.234 0.175 -0.021
H -4.77758 -5.19025 0.12909 0.034 -0.003 -0.025
H -3.72469 -3.90145 -0.48369 -0.005 0.033 0.017
H -4.86485 -3.56279 0.83345 -0.023 -0.015 0.014
H -4.93397 -4.39707 -2.80312 0.024 -0.007 0.035
H -4.39654 -2.80757 -2.25161 0.002 -0.016 -0.068
H -6.64043 -3.43023 -3.98091 0.016 -0.003 -0.013
H -7.27322 -2.77466 -2.48382 -0.029 -0.061 -0.032
H -6.63308 -1.14081 -4.45748 0.101 0.057 -0.047
H -4.98548 -1.36368 -3.88822 -0.041 -0.027 -0.079
H -6.31961 -0.83599 -1.51117 -0.005 0.024 -0.012
H -7.26609 0.09393 -2.64695 -0.049 -0.072 0.147
H -4.49116 0.68179 -3.22270 -0.010 -0.028 -0.005
H -5.73550 1.76514 -2.63649 0.075 0.034 -0.083
H -5.21751 1.31244 -0.34795 -0.011 -0.013 0.008
H -4.35165 -1.21152 -0.90006 -0.032 0.068 -0.089
H -3.80848 -0.30371 0.48869 -0.016 -0.042 -0.004
H -1.92037 -1.32687 -0.91070 0.015 0.005 -0.069
H -2.32482 -0.13577 -2.16905 0.032 -0.113 -0.021
H -1.44032 0.41095 0.68591 0.045 -0.037 -0.025
H 0.49373 1.49043 -0.25014 -0.017 0.074 -0.059
H 0.36182 -0.08990 -0.97128 0.017 0.009 0.056
H 1.88576 1.33498 -2.54352 0.048 0.119 0.632
C 2.79151 0.85046 2.94189 0.005 -0.012 -0.030
C 4.05110 0.12452 2.48749 -0.079 0.025 0.097
C 4.66504 0.73213 1.22205 0.057 -0.058 0.097
C 3.77993 0.60942 0.06546 0.039 0.084 -0.083
N 3.08414 0.52034 -0.84214 0.033 -0.086 -0.061
H 1.99814 0.77821 2.19539 0.006 0.014 -0.011
H 2.41460 0.42156 3.86964 -0.007 0.000 -0.005
H 2.98790 1.90991 3.11874 -0.002 0.001 0.000
H 3.83155 -0.92931 2.30898 0.039 -0.010 -0.007
H 4.80717 0.15549 3.27262 0.022 -0.025 -0.023
H 5.61007 0.24327 0.97904 -0.021 -0.020 -0.028
H 4.87695 1.79353 1.37053 -0.029 0.011 -0.020
C 10.09861 1.21195 2.84921 -0.013 0.000 -0.017
C 8.80101 1.99976 2.96625 0.043 -0.015 -0.011
C 8.04261 1.69788 4.26373 0.002 0.049 -0.018
C 7.59408 0.30591 4.32690 -0.001 -0.006 0.032
N 7.24153 -0.78656 4.35392 -0.021 0.020 -0.046
H 9.90711 0.13834 2.82074 -0.003 0.000 0.016
H 10.63392 1.48072 1.93919 0.000 -0.007 -0.001
H 10.75601 1.41448 3.69669 0.003 0.002 -0.001
H 8.15370 1.78220 2.11396 -0.013 0.016 0.003
H 9.00683 3.07102 2.94126 -0.004 0.001 0.016
H 7.16619 2.34072 4.36211 -0.011 -0.018 0.001
H 8.67930 1.88973 5.12973 0.002 -0.012 0.002
```
Forces are in eV/Å.

# 2
Molecular formula: C20H36O30S6
Method: DFT, the ωB97M-V functional and the def2-TZVPD basis

Properties
Relative energy (zero: lowest compared OMol25 entry of this formula, charge and spin) ... 0.000 eV
HOMO-LUMO gap ... 9.5418 eV
Molecular weight ... 948.9 g/mol
Total energy ... -147753.7279 eV

Structure (XYZ):
```
92
Properties=species:S:1:pos:R:3:forces:R:3
C 17.94241 -18.49512 19.71320 -0.548 -1.231 -0.262
C 16.95253 -17.59066 18.96308 2.390 0.496 0.996
C 15.82270 -16.96053 19.81450 0.501 -1.562 -0.302
O 16.27378 -15.63509 20.05978 -0.948 0.174 -0.147
C 17.32013 -15.33858 19.26007 0.923 -0.014 0.569
O 17.84386 -14.27374 19.16144 -0.478 0.360 0.057
O 17.81066 -16.44104 18.71418 -0.537 0.035 -1.180
H 18.83603 -18.66121 19.11103 -0.149 0.125 -0.278
H 17.49467 -19.48296 19.86004 0.070 0.044 0.167
H 18.31941 -18.14493 20.67343 -0.518 0.408 0.055
H 16.75545 -18.02088 17.98214 -0.637 0.041 0.170
H 15.74926 -17.53950 20.73629 0.024 0.399 0.237
H 14.85368 -17.05440 19.32685 -0.006 0.727 -0.107
C 17.17090 -22.89581 16.81079 -1.181 -0.396 -0.784
C 17.42388 -23.85367 17.96425 1.097 0.401 -1.489
C 17.07009 -25.31087 17.71641 -1.147 0.032 0.107
O 18.17984 -26.05008 18.22371 -0.234 -0.172 -0.288
C 19.25209 -25.24409 18.19508 0.115 1.241 0.364
O 20.38057 -25.55030 18.37685 0.321 -0.609 -0.027
O 18.87295 -23.95680 17.97937 -0.112 -0.300 0.725
H 17.47179 -23.30434 15.84096 0.441 -0.336 0.284
H 17.68329 -21.94089 16.89331 -0.148 0.049 0.431
H 16.09590 -22.76805 16.63965 0.014 0.395 0.439
H 17.01068 -23.46543 18.89433 0.381 -0.059 0.171
H 16.90465 -25.51993 16.65782 0.292 -0.042 -0.056
H 16.16365 -25.60415 18.24423 0.128 -0.131 0.112
O 13.75332 -23.90418 16.29670 -1.351 0.181 0.122
S 12.38114 -23.82807 15.90552 -0.759 0.594 -0.305
O 11.87674 -24.62820 14.82850 0.325 0.577 0.720
O 11.34588 -23.95271 17.16736 1.032 -0.354 -1.097
C 10.22237 -23.08168 16.96159 -0.142 0.472 1.512
C 10.58719 -22.11067 15.83217 -0.191 0.206 -0.182
O 11.98464 -22.24549 15.63215 1.052 -1.454 0.121
H 9.26682 -23.59898 16.88081 0.317 -0.429 -0.733
H 10.13062 -22.59481 17.93642 0.101 0.426 -0.217
H 10.46591 -21.06418 16.10064 -0.345 -0.030 0.125
H 10.05995 -22.32740 14.90214 -0.022 -0.087 0.029
O 10.66927 -18.48377 17.15513 -0.503 0.174 -0.745
S 10.08529 -17.79094 16.05023 -0.719 0.062 -1.042
O 10.52104 -16.46866 15.70835 -0.220 -1.180 0.199
O 10.12909 -18.74755 14.70195 1.099 0.358 1.180
C 8.85417 -19.02838 14.18916 -1.143 0.171 -1.440
C 7.90822 -18.05185 14.84848 -0.463 0.678 -0.658
O 8.47741 -17.83815 16.12257 0.634 0.061 1.500
H 8.85180 -18.84400 13.11171 0.246 -0.010 0.065
H 8.50680 -20.05806 14.30779 0.553 -0.074 0.538
H 6.88546 -18.41872 14.91783 0.180 -0.240 0.486
H 7.82277 -17.08862 14.33357 0.365 -0.111 -0.088
O 11.02434 -17.59913 21.12013 0.195 0.978 -0.790
S 11.36594 -16.64663 20.09481 -0.379 -0.585 0.540
O 12.42995 -17.03287 19.19723 -1.462 1.102 0.682
O 9.99243 -16.19673 19.36408 0.073 -1.033 0.052
C 9.59607 -14.86153 19.68382 1.283 1.533 -1.013
C 10.44283 -14.45396 20.88785 -2.045 -0.985 0.205
O 11.61672 -15.18947 20.69612 1.953 -0.603 0.057
H 9.93555 -14.27508 18.82414 -0.361 0.139 -0.014
H 8.53663 -14.68790 19.84366 -0.109 -0.742 -0.016
H 9.88164 -14.82586 21.75466 0.541 0.200 0.332
H 10.62091 -13.38854 20.97540 0.343 -0.068 -0.143
O 16.38947 -19.11818 24.59824 -0.194 -0.995 0.714
S 16.04554 -19.96017 25.70998 0.517 0.177 0.188
O 16.33130 -19.51883 27.04275 -0.332 -0.683 -1.121
O 14.50545 -20.38726 25.59354 0.585 -0.049 0.389
C 14.39930 -21.46377 24.65744 -1.156 0.289 -0.875
C 15.74591 -22.20829 24.64273 -0.328 -0.433 -0.103
O 16.62395 -21.49193 25.50870 -0.391 1.457 0.177
H 13.53210 -22.07091 24.91822 0.364 -0.200 0.691
H 14.05814 -21.04476 23.70766 0.778 0.120 -0.223
H 16.18122 -22.31475 23.65056 -0.044 0.323 -0.059
H 15.60685 -23.20933 25.04821 0.211 0.057 0.195
O 15.54265 -20.17780 21.58358 -0.683 -0.906 -0.618
S 14.85918 -20.83922 20.51311 -0.275 1.061 -0.001
O 15.30250 -22.11512 20.02433 -0.641 0.768 0.441
O 13.24706 -20.81761 20.78534 1.257 -0.277 0.393
C 12.54976 -20.50149 19.58989 -0.312 0.470 -1.128
C 13.58742 -20.09725 18.51943 0.533 -1.440 0.808
O 14.74612 -19.78935 19.31968 0.546 0.002 -0.237
H 12.01280 -21.39601 19.27896 -0.253 0.181 -0.034
H 11.92513 -19.61903 19.68778 -0.391 -0.291 0.853
H 13.32896 -19.22344 17.93582 -0.041 0.003 0.013
H 13.81246 -20.99720 17.94423 0.163 0.375 -0.563
O 16.81399 -19.12650 15.41451 -0.793 -0.380 -0.552
S 15.91456 -19.21483 14.30277 -0.114 0.882 1.041
O 16.42672 -19.60910 13.03351 -0.734 0.317 0.368
O 14.58862 -20.07338 14.72422 1.602 0.649 -0.590
C 13.43775 -19.30835 14.37550 -1.144 -1.530 0.290
C 13.76153 -17.86126 14.66466 -0.196 -1.601 -0.596
O 15.11510 -17.76274 14.21726 0.629 -0.732 -0.239
H 13.11144 -19.48741 13.34750 0.549 0.119 -0.211
H 12.67161 -19.80221 14.97591 -0.205 0.644 0.223
H 13.65194 -17.70032 15.73482 0.128 0.715 -0.055
H 13.09868 -17.32977 13.98767 0.229 0.905 0.477
```
Forces are in eV/Å.

# 3
Molecular formula: C20H37ClN2O2P
Method: DFT, the ωB97M-V functional and the def2-TZVPD basis

Properties
Total charge ... +1
HOMO-LUMO gap ... 8.2600 eV
Molecular weight ... 404.0 g/mol
Total energy ... -50217.4928 eV

Structure (XYZ):
```
63
Properties=species:S:1:pos:R:3:forces:R:3
C 4.52291 -1.64857 0.10636 0.058 0.192 -0.891
C 4.87744 -0.69799 -1.11652 0.047 0.329 0.759
C 4.87200 0.83400 -0.69620 -0.677 -1.117 -0.804
C 3.42208 1.26836 -0.27727 0.247 0.867 -0.216
C 3.37955 2.48173 0.74731 -0.174 -0.281 -0.341
C 2.28776 2.27606 1.87572 0.522 0.405 -0.203
C 0.96066 3.09793 1.64721 0.681 0.159 0.279
C 0.42373 3.11303 0.16684 -0.442 0.290 -0.192
C -1.09511 2.74294 -0.00759 -0.043 0.671 0.304
C -1.63361 1.54482 0.84715 -0.489 -0.212 -0.732
C -0.65432 0.33436 1.05549 -0.536 -1.222 1.151
C -1.07771 -0.97290 0.33308 1.706 -0.037 -2.384
C -0.39489 -1.36090 -0.93465 -1.526 -1.882 1.397
C 0.71723 -0.53125 -1.59805 -0.947 -0.363 -1.120
C 0.30517 -0.28205 -3.12530 0.604 0.423 0.594
C -0.85615 -2.62109 -1.46748 0.095 0.795 0.617
C -1.90161 -3.40278 -0.82036 0.168 2.041 -0.325
P -2.45632 -5.02350 -1.60249 0.188 -1.330 -0.079
O -3.83028 -5.50170 -0.81196 0.779 1.170 -0.385
Cl -3.08790 -4.39369 -3.51340 0.047 0.106 1.357
N -2.44116 -2.97032 0.32476 0.341 -0.749 -1.458
N -2.01525 -1.83754 0.77930 0.759 1.576 0.819
O -2.57331 -1.45395 1.97448 -0.396 -0.008 -0.028
C -4.01642 -1.58944 1.97111 -2.154 0.245 0.271
C -4.76625 -0.84761 0.80721 -0.783 -0.217 0.323
C -5.10457 0.66851 1.11419 0.220 -0.128 -0.401
H 3.42018 -1.84475 0.09847 0.850 0.224 0.385
H 5.01526 -2.64957 -0.00008 -0.330 0.936 0.174
H 4.84534 -1.15337 1.05495 -0.373 -0.599 -0.628
H 5.89534 -0.93223 -1.50478 -0.801 0.032 0.153
H 4.12326 -0.84923 -1.93298 0.757 0.087 0.499
H 5.14885 1.39572 -1.62218 0.043 -0.164 0.930
H 5.64323 0.99418 0.09341 -0.681 -0.003 -0.484
H 2.91301 1.61977 -1.21799 0.356 -0.463 0.721
H 2.80947 0.40111 0.08726 0.760 0.700 -0.034
H 4.39334 2.63672 1.20333 -0.922 -0.346 -0.309
H 3.18688 3.41532 0.15328 0.063 -0.697 0.670
H 2.76840 2.61991 2.83029 -0.734 -0.449 -0.649
H 2.09830 1.17238 1.95550 0.084 0.942 0.110
H 0.19177 2.77695 2.40129 0.544 0.158 -0.806
H 1.21474 4.15444 1.93243 -0.331 -0.898 -0.282
H 1.01886 2.49223 -0.55043 -0.229 0.373 0.871
H 0.53849 4.16752 -0.20214 -0.112 -1.016 0.118
H -1.32860 2.60538 -1.09615 0.292 -0.029 0.891
H -1.68451 3.64858 0.30553 0.379 -0.877 -0.297
H -2.00732 1.89715 1.83664 0.485 -0.279 -0.714
H -2.53910 1.14323 0.31634 0.716 0.441 0.550
H -0.66298 0.08489 2.15142 0.123 0.204 -0.976
H 0.40964 0.51619 0.79578 -0.882 0.056 0.022
H 0.83747 0.47460 -1.14962 -0.079 -0.955 0.017
H 1.68168 -1.09729 -1.56493 -0.751 0.540 0.180
H 0.74184 -1.03728 -3.81600 -0.507 0.427 0.542
H -0.80564 -0.23894 -3.21050 0.893 0.012 -0.145
H 0.74812 0.71012 -3.39374 -0.530 -0.847 -0.032
H -0.40947 -3.01985 -2.40428 -0.378 0.372 0.743
H -3.71010 -6.35995 -0.36990 0.119 0.271 -0.342
H -4.36777 -2.64895 2.07297 0.858 0.768 -0.401
H -4.36378 -1.09584 2.91716 0.828 -0.393 -0.705
H -5.75740 -1.36885 0.71290 0.998 0.220 0.062
H -4.27891 -0.99228 -0.19334 -0.266 0.205 0.924
H -4.69169 1.28904 0.28084 -0.314 -0.190 0.964
H -4.69307 0.98021 2.10883 -0.188 -0.109 -0.998
H -6.20678 0.86627 1.14148 0.964 -0.376 -0.035
```
Forces are in eV/Å.

no.,lowest unoccupied orbital energy (eV)
1,0.306
2,-0.657
3,-4.184